Version P
{
  "formula": "C3H2O3",
  "method": "ωB97M-V/def2-TZVPD",
  "lumo_ev": -0.473,
  "gap_ev": 9.152,
  "multiplicity": 1,
  "homo_energy_ha": -0.354,
  "symbols": ["O", "C", "C", "O", "C", "O", "H", "H"],
  "coordinates": [[2.62, -0.23, 0.40], [1.56, 0.26, 0.71], [0.39, 0.20, -0.17], [-0.51, -0.68, 0.16], [-1.60, -0.26, -0.71], [-2.55, 0.26, -0.25], [1.44, 0.94, 1.59], [-1.35, -0.48, -1.75]]
}


Version Q
{
  "formula": "C3H2O3",
  "method": "ωB97M-V/def2-TZVPD",
  "lumo_ev": -1.225,
  "smiles": "O=CC(=O)C=O",
  "gap_ev": 8.699,
  "multiplicity": 1,
  "homo_energy_ha": -0.365,
  "symbols": ["O", "C", "C", "O", "C", "O", "H", "H"],
  "coordinates": [[-1.20, -0.55, 1.09], [-0.97, 0.53, 0.60], [0.21, 0.58, -0.37], [0.56, 1.53, -1.02], [0.84, -0.83, -0.39], [1.79, -1.10, 0.30], [-1.58, 1.42, 0.83], [0.34, -1.58, -1.04]]
}


Version R
{
  "formula": "C3H2O3",
  "method": "ωB97M-V/def2-TZVPD",
  "lumo_ev": 0.534,
  "gap_ev": 10.565,
  "multiplicity": 1,
  "homo_energy_ha": -0.369,
  "symbols": ["C", "C", "C", "O", "O", "O", "H", "H"],
  "coordinates": [[-1.42, -1.07, -0.42], [0.90, 0.95, 0.17], [0.91, -0.39, -0.41], [-1.46, -0.08, -1.02], [-1.48, -2.08, 0.09], [0.86, -0.36, 0.86], [1.69, 1.55, 0.32], [0.00, 1.48, 0.41]]
}


Result of the stability comparison: version Q is the most stable of them.


Version P
{
  "formula": "C3H2O3",
  "method": "ωB97M-V/def2-TZVPD",
  "lumo_ev": -1.333,
  "smiles": "O=CC(=O)C=O",
  "gap_ev": 8.723,
  "multiplicity": 1,
  "homo_energy_ha": -0.370,
  "symbols": ["O", "C", "C", "O", "C", "O", "H", "H"],
  "coordinates": [[-0.59, 1.88, 0.39], [-0.39, 0.84, 0.96], [0.39, -0.29, 0.29], [1.23, -0.90, 0.90], [0.10, -0.63, -1.18], [-0.91, -0.28, -1.72], [-0.69, 0.64, 2.01], [0.86, -1.27, -1.65]]
}


Version Q
{
  "formula": "C3H2O3",
  "method": "ωB97M-V/def2-TZVPD",
  "lumo_ev": -1.893,
  "smiles": "O=CC(=O)C=O",
  "gap_ev": 8.187,
  "multiplicity": 1,
  "homo_energy_ha": -0.370,
  "symbols": ["O", "C", "C", "O", "C", "O", "H", "H"],
  "coordinates": [[2.39, -0.07, -0.01], [1.33, -0.63, -0.02], [-0.01, 0.17, 0.01], [0.03, 1.37, 0.03], [-1.34, -0.63, 0.05], [-2.40, -0.05, -0.06], [1.22, -1.76, -0.09], [-1.27, -1.73, 0.21]]
}


Version R
{
  "formula": "C3H2O3",
  "method": "ωB97M-V/def2-TZVPD",
  "lumo_ev": 0.758,
  "smiles": "O=c1occo1",
  "gap_ev": 10.201,
  "multiplicity": 1,
  "homo_energy_ha": -0.347,
  "symbols": ["O", "C", "O", "C", "C", "O", "H", "H"],
  "coordinates": [[-0.86, 2.15, 0.90], [-0.65, 0.97, 0.47], [-0.88, -0.24, 0.93], [0.01, -1.00, 0.25], [0.79, -0.30, -0.66], [0.19, 0.92, -0.71], [-0.02, -2.05, 0.47], [1.42, -0.46, -1.64]]
}


Version S
{
  "formula": "C3H2O3",
  "method": "ωB97M-V/def2-TZVPD",
  "lumo_ev": 0.344,
  "gap_ev": 10.302,
  "multiplicity": 1,
  "homo_energy_ha": -0.366,
  "symbols": ["C", "C", "C", "O", "O", "O", "H", "H"],
  "coordinates": [[-1.25, 0.34, 0.20], [0.59, -1.26, -0.13], [-2.43, -0.46, 0.61], [0.07, -0.02, -0.10], [-2.32, -0.13, -0.62], [0.01, -2.28, 0.05], [-1.26, 1.41, 0.35], [1.66, -1.15, -0.37]]
}


Result of the stability comparison: version P is the most stable of them.


Version P
{
  "formula": "C6H9NO2",
  "method": "ωB97M-V/def2-TZVPD",
  "lumo_ev": 0.177,
  "smiles": "C=NC(=O)CC(=O)CC",
  "gap_ev": 9.375,
  "multiplicity": 1,
  "homo_energy_ha": -0.338,
  "symbols": ["C", "N", "C", "O", "C", "C", "O", "C", "C", "H", "H", "H", "H", "H", "H", "H", "H", "H"],
  "coordinates": [[1.96, 1.07, 1.07], [1.95, -0.15, 1.10], [2.16, -0.02, -0.66], [3.25, -0.24, -1.09], [0.83, -0.47, -1.22], [-0.40, 0.18, -0.58], [-0.56, 1.37, -0.62], [-1.35, -0.76, 0.13], [-2.56, -0.07, 0.72], [1.95, 1.47, -0.16], [2.14, 1.87, 1.80], [0.81, -1.55, -1.13], [0.84, -0.21, -2.28], [-0.76, -1.28, 0.89], [-1.65, -1.53, -0.60], [-3.13, 0.45, -0.05], [-2.26, 0.67, 1.46], [-3.22, -0.79, 1.21]]
}


Version Q
{
  "formula": "C6H9NO2",
  "method": "ωB97M-V/def2-TZVPD",
  "lumo_ev": [-0.467, -1.028],
  "gap_ev": [8.333, 6.907],
  "multiplicity": 1,
  "homo_energy_ha": [-0.323, -0.292],
  "symbols": ["C", "C", "C", "C", "C", "C", "N", "O", "O", "H", "H", "H", "H", "H", "H", "H", "H", "H"],
  "coordinates": [[-1.71, 0.49, 0.20], [-0.83, 1.69, -0.18], [0.53, 1.18, -0.58], [0.60, -0.95, 0.95], [0.90, -1.57, -0.42], [0.42, -0.23, -0.24], [-2.11, -0.18, -0.88], [-2.03, 0.17, 1.35], [-2.63, -1.34, -0.52], [-1.27, 2.26, -1.05], [-0.81, 2.25, 0.78], [0.64, 1.47, -1.61], [1.32, 1.49, 0.14], [-0.31, -1.28, 1.30], [1.45, -0.61, 1.78], [1.91, -1.78, -0.95], [0.13, -2.32, -0.75], [-2.80, -1.39, 0.53]]
}


Version R
{
  "formula": "C6H9NO2",
  "method": "ωB97M-V/def2-TZVPD",
  "lumo_ev": 0.788,
  "smiles": "CN1[C@@H](O)[C@@]1(C)C=C=O",
  "gap_ev": 8.990,
  "multiplicity": 1,
  "homo_energy_ha": -0.301,
  "symbols": ["C", "N", "C", "O", "C", "C", "C", "C", "O", "H", "H", "H", "H", "H", "H", "H", "H", "H"],
  "coordinates": [[1.21, 0.11, -1.61], [0.43, 0.57, -0.48], [0.84, 0.46, 0.90], [0.86, 1.58, 1.70], [-0.39, -0.33, 0.61], [-0.41, -1.82, 0.62], [-1.64, 0.45, 0.49], [-1.40, 1.35, -0.49], [-1.66, 2.16, -1.30], [0.56, 0.11, -2.48], [2.06, 0.78, -1.77], [1.62, -0.90, -1.49], [1.75, -0.12, 1.07], [0.06, 2.09, 1.52], [0.60, -2.23, 0.62], [-0.93, -2.15, 1.52], [-0.96, -2.22, -0.24], [-2.60, 0.11, 0.82]]
}


Result of the stability comparison: version R is the most stable of them.


Version P
{
  "formula": "C6H9NO2",
  "method": "ωB97M-V/def2-TZVPD",
  "lumo_ev": 0.474,
  "smiles": "C[C@@H](O)[C@](C)(C#N)C=O",
  "gap_ev": 10.496,
  "multiplicity": 1,
  "homo_energy_ha": -0.368,
  "symbols": ["C", "C", "O", "C", "C", "C", "N", "C", "O", "H", "H", "H", "H", "H", "H", "H", "H", "H"],
  "coordinates": [[1.71, 0.93, 0.23], [0.72, -0.15, 0.70], [0.20, 0.13, 1.99], [-0.48, -0.19, -0.27], [-0.29, -0.76, -1.66], [-0.95, 1.19, -0.29], [-1.26, 2.27, -0.41], [-1.53, -1.06, 0.48], [-2.63, -1.42, 0.04], [1.09, 1.81, 0.14], [2.32, 0.92, 1.07], [2.27, 0.68, -0.70], [1.21, -1.19, 0.82], [-0.36, 0.89, 1.91], [-1.25, -0.55, -2.13], [-0.12, -1.87, -1.60], [0.60, -0.19, -1.93], [-1.26, -1.46, 1.59]]
}


Version Q
{
  "formula": "C6H9NO2",
  "method": "ωB97M-V/def2-TZVPD",
  "lumo_ev": 0.724,
  "smiles": "C1=NO[C@@H]2C[C@@H](C1)CO2",
  "gap_ev": 10.085,
  "multiplicity": 1,
  "homo_energy_ha": -0.344,
  "symbols": ["C", "N", "O", "C", "C", "C", "C", "C", "O", "H", "H", "H", "H", "H", "H", "H", "H", "H"],
  "coordinates": [[-2.03, 0.26, 0.00], [-1.79, -1.03, -0.29], [-0.33, -1.48, -0.51], [0.81, -1.13, 0.42], [0.38, 0.07, 1.19], [0.19, 0.98, -0.09], [-1.10, 1.52, 0.09], [1.66, 1.04, -0.52], [1.91, -0.42, -0.32], [-3.08, 0.30, 0.05], [1.20, -2.09, 0.89], [-0.41, -0.03, 1.73], [1.42, 0.16, 1.79], [-0.15, 0.33, -0.92], [-1.66, 2.37, 0.71], [-1.28, 2.00, -1.02], [1.88, 1.54, -1.39], [2.45, 1.37, 0.28]]
}


Version R
{
  "formula": "C6H9NO2",
  "method": "ωB97M-V/def2-TZVPD",
  "lumo_ev": 0.395,
  "smiles": "C[C@@H]1CC=C[C@H]1[N+](=O)[O-]",
  "gap_ev": 10.577,
  "multiplicity": 1,
  "homo_energy_ha": -0.374,
  "symbols": ["C", "C", "C", "C", "C", "C", "N", "O", "O", "H", "H", "H", "H", "H", "H", "H", "H", "H"],
  "coordinates": [[1.02, -1.76, 0.55], [-0.08, -0.73, 0.46], [-0.76, -0.69, -1.03], [-0.34, 0.53, -1.69], [0.31, 1.42, -0.99], [0.36, 0.81, 0.74], [-0.58, 1.62, 1.38], [-0.11, 2.63, 1.89], [-1.73, 1.39, 1.26], [0.59, -2.82, 0.83], [1.81, -1.59, 1.30], [1.30, -1.86, -0.46], [-0.95, -0.77, 1.14], [-1.83, -0.60, -0.88], [-0.60, -1.45, -1.74], [-0.42, 0.57, -2.75], [0.58, 2.38, -1.18], [1.44, 0.93, 1.18]]
}


Result of the stability comparison: version P is the most stable of them.